(1)
15
Properties=species:S:1:pos:R:3:mulliken_charge:R:1 method="wB97M-V/def2-TZVPD" lumo_ev=0.652 e_above_lowest_ev=2.5444 multiplicity=1 e_homo_ev=-9.2 smiles=OCc1ccncc1
O -2.527 -0.609 -0.082 -0.400
C -1.789 0.443 0.006 -0.352
C -0.280 0.084 -0.024 0.496
C 0.211 -1.122 -0.046 -0.241
C 1.565 -1.427 -0.035 -0.434
N 2.496 -0.445 -0.036 -0.639
C 2.025 0.803 -0.041 -0.185
C 0.621 1.145 -0.009 -0.783
H -3.386 -0.706 -0.080 0.263
H -1.902 0.932 1.076 0.214
H -1.875 1.337 -0.760 0.228
H -0.498 -1.936 0.007 0.337
H 2.091 -2.227 0.188 0.519
H 2.707 1.657 -0.120 0.340
H 0.541 2.070 -0.042 0.637


(2)
44
Properties=species:S:1:pos:R:3:mulliken_charge:R:1 method="wB97M-V/def2-TZVPD" lumo_ev=2.279 total_charge=-1 e_above_lowest_ev=1.0333 multiplicity=1 e_homo_ev=-7.5
B 0.149 -0.092 0.213 2.270
H 0.299 1.143 0.060 -0.447
H -0.610 -0.291 1.129 -0.450
H -0.295 -0.542 -0.827 -0.643
H 1.203 -0.664 0.457 -0.614
O -3.057 1.137 0.516 -0.588
H -2.458 0.400 0.515 0.107
H -3.744 0.788 1.132 0.301
O 2.322 -2.669 -1.169 -0.657
H 3.067 -2.154 -1.337 0.320
H 1.969 -2.371 -0.349 0.227
O 3.206 -0.122 2.893 -0.542
H 4.023 -0.410 3.213 0.268
H 3.007 -0.814 2.258 0.249
O -1.907 0.847 3.467 -0.629
H -1.086 0.636 3.868 0.324
H -1.763 1.111 2.605 0.293
O 1.128 3.677 -2.261 -0.683
H 1.003 2.716 -2.340 0.417
H 1.216 3.786 -1.277 0.305
O -3.123 -1.830 -0.095 -0.624
H -2.256 -1.532 0.139 0.274
H -2.984 -2.733 -0.411 0.263
O 0.803 2.212 2.735 -0.614
H 1.707 2.466 2.886 0.244
H 0.831 1.549 2.079 0.186
O -0.364 1.526 -3.337 -0.599
H -0.132 0.690 -2.895 0.194
H 0.008 1.499 -4.231 0.287
O -0.366 -3.497 -1.536 -0.636
H -1.068 -3.522 -2.185 0.363
H 0.190 -2.705 -1.625 0.292
O -1.646 -1.571 -3.323 -0.628
H -0.763 -1.430 -3.039 0.241
H -2.215 -0.920 -2.917 0.337
O -1.411 3.845 0.649 -0.661
H -2.226 3.628 1.076 0.284
H -0.896 3.071 0.784 0.345
O 0.632 -2.641 3.209 -0.610
H 1.486 -2.597 2.778 0.275
H 0.061 -2.785 2.463 0.298
O 2.258 0.676 -2.018 -0.622
H 2.207 -0.033 -2.633 0.310
H 1.613 0.512 -1.334 -0.028